Entry 1:
18
Properties=species:S:1:pos:R:3:forces:R:3 method="wB97M-V/def2-TZVPD" de_lowest_kj_mol=157.7 spin_multiplicity=2 total_energy_ha=-347.45800
C -0.537 2.077 -0.492 0.39 2.19 -1.89
H 1.527 1.424 -1.040 -2.11 -0.50 -0.94
O 0.303 0.029 1.468 0.25 -0.66 0.44
H -0.902 -2.279 2.959 0.90 0.09 0.24
H -1.374 1.511 -0.036 0.68 0.18 -0.41
C -0.044 -0.034 -1.855 1.89 1.36 2.76
H 0.468 1.953 -2.400 0.16 0.14 0.14
C 0.715 -1.137 1.860 1.78 -2.66 0.42
H -0.960 -0.096 -1.408 -3.02 -0.33 0.42
C 0.433 1.362 -1.483 1.17 0.77 0.25
C -0.319 -2.312 2.029 -2.03 1.94 -0.30
H 0.317 -3.127 1.909 0.93 -1.51 0.31
H -1.161 -2.453 1.330 0.63 0.71 -0.43
O 1.898 -1.491 2.068 -2.41 2.01 -0.58
H -0.937 2.991 -1.124 0.26 -1.69 1.69
H 0.150 2.480 0.245 -0.67 0.28 0.60
H 0.497 -0.649 -1.174 0.89 -1.43 -0.40
H -0.075 -0.248 -2.855 0.31 -0.90 -2.31

***

Entry 2:
20
Properties=species:S:1:pos:R:3:forces:R:3 method="wB97M-V/def2-TZVPD" de_lowest_kj_mol=224.2 total_energy_ha=-871.62159
H 0.220 -0.513 1.890 -0.76 -0.99 -1.30
H 2.625 -1.715 -0.323 -0.55 0.75 -0.46
H -4.378 0.285 -0.684 1.51 -1.46 1.33
H 0.090 1.832 -1.165 0.57 0.53 -1.97
H 3.019 -0.386 -1.504 -0.33 0.55 -1.41
S 2.289 0.513 0.647 1.26 -1.03 -1.03
C -0.047 -0.787 0.790 3.40 -1.00 1.50
C -2.686 -0.940 0.325 -2.13 0.80 -0.46
H 4.132 -1.035 -0.240 -0.68 1.24 -0.18
C -0.076 1.377 -0.247 -0.16 -0.54 -0.11
N -2.655 1.099 -0.621 2.75 2.36 0.15
C -1.404 -0.478 0.424 -1.56 0.83 -0.89
C 3.083 -0.722 -0.517 1.20 -1.80 3.10
C -1.428 0.805 -0.176 -1.96 -1.04 0.05
H 0.331 -1.837 0.538 -0.67 1.32 0.59
N -3.424 0.123 -0.248 -0.87 -1.07 -0.68
N 0.775 0.195 -0.021 -1.60 -0.41 -0.22
O 2.701 1.842 0.173 -0.09 0.11 0.06
H -3.301 -1.802 0.527 0.64 -0.30 0.38
H 0.133 2.146 0.434 0.02 1.16 1.54

***

Entry 3:
28
Properties=species:S:1:pos:R:3:forces:R:3 method="wB97M-V/def2-TZVPD" spin_multiplicity=3 total_energy_ha=-773.11719 charge=+2
C 3.576 -0.818 -0.081 2.57 1.00 -2.40
C -0.495 0.937 0.616 -6.22 0.92 3.67
H -0.161 3.035 -2.003 -0.29 -0.28 0.42
H -1.614 1.921 -1.809 -2.49 0.64 1.69
H -2.321 1.082 1.656 0.13 -0.92 -0.70
N -3.060 -1.648 0.396 0.84 -0.12 -0.21
N 1.577 1.080 0.085 2.72 -0.70 -3.41
H 1.564 -2.841 0.627 0.16 0.80 0.12
O -0.821 -1.592 0.791 1.20 -0.40 0.24
C -1.884 0.557 0.768 -1.62 -0.25 -1.52
O 4.314 -0.401 -0.837 -0.54 -0.32 0.37
N 0.308 0.819 -0.445 4.16 -1.30 -3.82
C -1.881 -1.019 0.706 -2.74 0.46 -0.57
H 1.653 -1.938 2.179 -0.20 0.27 0.39
H -2.521 0.855 -0.178 1.07 -0.20 1.78
H -0.933 2.077 -3.245 0.42 -0.22 -1.22
N 0.248 1.388 1.635 1.45 0.42 0.07
H -2.958 -2.653 0.166 -0.34 1.00 0.33
C 2.210 -2.318 1.352 -0.16 -3.34 0.08
H -3.946 -1.184 0.140 1.01 -0.34 0.47
H 2.990 -3.057 1.639 -0.27 0.91 0.03
C 0.099 0.795 -1.831 0.31 0.02 -1.80
N 1.516 1.426 1.276 -1.37 0.51 1.65
H -0.626 -0.032 -2.222 1.33 0.97 1.08
H 1.091 0.813 -2.395 -1.23 -0.39 1.10
H -0.069 1.777 2.479 -0.27 0.52 1.41
C -0.693 2.104 -2.210 1.63 0.17 -0.83
O 2.836 -1.166 0.744 -1.25 0.19 1.57

***

Entry 4:
8
Properties=species:S:1:pos:R:3:forces:R:3 method="wB97M-V/def2-TZVPD" de_lowest_kj_mol=463.7 total_energy_ha=-697.37435 smiles="N=C=S.O=NO"
H 0.380 2.142 0.974 0.00 0.15 0.27
O -0.214 -2.162 -1.332 0.35 1.51 0.03
N 0.146 1.222 0.655 0.03 -0.16 -0.16
S -0.760 -0.960 2.075 -0.16 -0.20 0.53
N -0.032 -1.103 -0.828 -0.03 -0.90 -0.53
H 0.405 0.694 -1.135 -0.15 -0.52 0.15
O 0.311 -0.102 -1.704 0.01 -0.54 -0.85
C -0.237 0.269 1.295 -0.04 0.66 0.55

***

Entry 5:
57
Properties=species:S:1:pos:R:3:forces:R:3 method="wB97M-V/def2-TZVPD" de_lowest_kj_mol=391.8 spin_multiplicity=2 total_energy_ha=-3287.61709
H -0.105 3.299 3.924 0.03 0.04 0.04
H -5.082 -3.961 -3.569 -0.02 -0.05 -0.06
C -0.015 1.892 -1.545 -2.79 -0.05 -0.61
C -3.557 -2.733 -2.722 -0.04 0.09 0.03
C 4.173 1.659 -1.498 -0.84 0.52 -0.40
S 3.704 -2.629 2.885 -0.17 -0.06 0.47
O -0.702 -1.238 1.113 -1.17 -0.52 0.21
H 6.118 1.849 -2.353 0.07 0.07 -0.09
H -6.813 -3.221 -1.974 -0.08 -0.01 0.02
N -0.092 2.106 1.468 -0.77 0.77 1.10
C 4.067 0.305 0.497 0.34 -0.43 0.69
H -1.748 3.659 3.337 -0.01 0.04 0.02
S 1.788 -1.964 0.184 -0.52 1.03 2.13
Sb 1.468 -2.172 2.636 1.68 -1.53 0.21
H -2.800 -3.039 -3.428 0.08 -0.03 -0.06
O -0.710 2.562 -2.290 1.26 -0.70 0.89
C -5.498 -1.881 -0.937 -0.07 0.02 -0.06
C -4.219 -1.359 -0.855 0.09 -0.06 -0.03
C -5.813 -2.819 -1.909 -0.06 -0.04 0.04
H -3.961 -0.625 -0.106 0.05 0.07 0.11
H -1.827 -0.235 -1.599 0.01 -0.77 -0.20
C -1.793 -0.253 3.749 0.00 0.07 -0.35
N -0.842 -3.300 -1.508 -0.36 0.15 0.10
C -0.865 1.865 2.539 0.22 0.53 -0.45
H 0.047 -3.765 -1.389 -0.09 0.17 0.00
H 7.227 0.401 -0.693 0.08 0.04 -0.01
H 5.892 -0.512 1.204 -0.02 -0.10 0.11
H 3.524 -0.098 1.344 0.11 -0.10 -0.21
H -1.676 -3.732 -1.138 0.09 -0.05 0.01
O -0.523 0.893 -0.801 -0.44 2.93 -1.83
N 1.998 1.140 -0.443 0.73 2.85 -3.51
H -1.074 -0.211 4.572 -0.01 -0.01 -0.10
H -6.255 -1.558 -0.239 -0.06 0.05 0.05
H 4.119 3.066 -3.154 0.10 0.04 -0.13
N -1.333 0.003 1.295 -0.53 -0.43 0.42
S 0.654 -1.228 -2.133 -0.50 -0.22 -1.45
C 3.393 1.041 -0.483 -0.39 -0.12 0.44
C -1.064 2.862 3.637 0.05 -0.15 -0.30
C 1.432 1.978 -1.407 2.64 -1.15 1.21
N -1.942 -1.253 -1.692 -0.49 0.41 0.21
H -2.749 0.131 4.109 -0.06 0.00 0.02
H -1.480 2.376 4.512 -0.07 -0.04 0.07
C 3.536 2.546 -2.412 0.17 -0.70 0.80
C 5.426 0.082 0.434 -0.90 0.04 0.22
C 6.170 0.606 -0.616 -0.03 0.51 -0.82
C 2.184 2.711 -2.332 -0.50 0.04 0.23
H -1.930 -1.294 3.443 0.05 0.16 0.14
O 0.435 3.380 1.257 -0.11 -0.55 0.11
C -0.820 -1.977 -1.714 1.11 0.22 -0.92
H 0.089 3.998 1.927 -0.02 -0.40 -0.14
C 5.548 1.402 -1.553 0.74 -0.25 0.19
C -4.841 -3.240 -2.802 0.00 -0.04 0.05
S 1.539 0.270 2.809 -0.48 0.31 -1.71
C -3.244 -1.793 -1.743 -0.19 -0.14 0.04
H 1.633 3.361 -2.992 -0.05 0.01 -0.14
C -1.311 0.527 2.562 -0.73 0.59 1.14
W 0.517 0.122 0.595 2.87 -3.09 2.04

***

Entry 6:
125
Properties=species:S:1:pos:R:3:forces:R:3 method="wB97M-V/def2-TZVPD" total_energy_ha=-5854.24515 charge=-1
H -1.984 -4.443 -2.455 1.35 0.04 0.84
H -5.918 -2.356 -4.093 0.43 0.47 0.09
F -3.818 -1.807 -1.135 0.10 1.72 -1.90
C -0.081 -2.036 -6.769 -0.41 0.36 0.58
O -3.499 -9.300 -0.335 -0.51 -0.96 -0.84
H 1.474 7.059 4.613 0.04 -0.05 -0.04
C 7.741 10.153 2.986 0.14 -0.02 0.10
H -3.971 -3.033 -3.435 0.32 1.51 0.49
H 7.242 8.839 1.372 0.01 -0.15 0.08
C -4.005 -1.913 -3.623 -0.04 0.48 -1.87
F -5.415 -0.589 -2.120 2.33 -0.58 0.21
H -3.063 -0.529 -5.178 -0.01 -1.20 1.08
H -5.290 -9.969 0.515 0.05 0.17 -0.15
H -4.559 -12.334 0.696 -0.01 0.05 -0.02
H 1.635 1.911 -2.471 -0.84 -1.30 0.07
H 1.477 -4.142 -3.707 1.29 0.81 -0.42
F -3.319 0.134 -2.324 -1.18 -2.52 0.51
H -4.878 -6.452 0.600 -0.12 0.00 -0.19
H -2.276 3.201 6.335 0.12 0.00 -0.11
O -1.721 3.270 2.039 -1.83 2.71 -0.37
C 7.819 8.993 6.658 -0.05 -0.12 0.19
H 1.628 0.100 -2.097 -0.87 1.17 -0.14
H 7.446 10.355 4.019 -0.05 0.06 -0.03
C -4.226 -10.208 0.481 -0.07 -0.15 0.40
H 2.859 -3.625 -1.724 0.40 0.65 -1.16
H 0.538 0.825 -0.010 -0.40 0.63 -1.36
C -1.090 -4.138 -1.820 0.03 0.64 0.50
H 0.063 -3.590 -5.199 0.29 1.33 -0.07
C 1.840 -2.267 -4.912 -0.43 -0.69 0.47
P -4.183 -8.619 -1.697 4.11 4.58 6.43
H 1.490 0.690 -5.539 -1.08 0.62 -0.02
H 3.166 -4.069 -4.535 -1.36 0.52 0.65
H -3.047 1.866 2.767 0.01 0.16 0.16
H 2.584 -1.945 -2.374 0.62 -1.33 -0.13
P -0.300 0.766 -3.677 -0.09 0.74 -0.27
H -3.548 -5.321 0.459 -0.04 0.07 -0.11
H -3.829 3.569 0.335 -0.01 -0.09 0.05
H 8.806 9.907 2.987 -0.06 0.02 -0.05
C 0.130 1.359 -0.940 0.51 -0.01 0.68
H 4.175 -2.763 -2.737 -1.39 -0.41 0.12
P 6.183 7.377 4.414 1.71 -5.14 -7.01
H 8.518 9.780 6.945 -0.08 0.04 -0.02
H 5.870 9.290 2.369 -0.03 -0.20 0.12
C 0.510 1.228 -5.359 0.44 0.32 0.42
O -1.997 5.863 3.936 -2.81 -0.39 -3.04
H -3.843 -10.097 1.499 0.07 0.12 -0.09
H 8.928 8.519 4.853 -0.16 0.05 -0.12
H -5.204 -4.770 0.137 0.07 0.00 -0.03
H 5.297 4.379 1.929 -0.08 -0.04 0.07
H 4.636 6.001 1.931 -0.12 0.03 0.19
C -2.827 2.405 1.845 -0.47 -0.52 -0.21
O -1.822 3.501 4.381 -1.20 0.15 -0.53
H -2.861 -2.310 -5.458 -0.13 0.94 1.19
H 0.246 5.927 5.209 -0.10 0.11 -0.17
H -2.518 1.650 1.116 0.23 0.22 0.01
H 7.482 8.480 7.562 0.05 0.03 -0.06
O -5.267 -1.674 -4.333 0.28 -0.67 0.30
H 1.790 5.312 4.657 -0.01 0.05 -0.08
C 2.365 -3.474 -3.973 0.54 0.41 0.29
H 0.688 2.359 -5.314 -0.19 -1.56 -0.37
C -4.031 -11.645 0.033 0.13 -0.06 -0.09
H 0.466 -1.073 -7.045 -0.52 -1.40 0.16
C -2.851 -1.513 -4.632 -0.69 -0.46 -0.27
C 8.484 8.014 5.712 0.41 0.35 0.18
H -2.269 -10.921 -1.952 -0.16 0.03 0.12
H -3.787 1.763 4.977 0.00 0.06 0.04
H 9.309 7.520 6.235 -0.19 -0.19 -0.07
H 7.602 11.067 2.405 -0.04 -0.05 0.02
O -0.169 -1.861 -0.928 -1.22 -0.97 -0.87
H 2.506 -2.234 -5.830 -0.83 0.09 0.82
C 4.843 5.111 3.905 -0.41 -0.19 -0.29
H -0.141 6.774 2.770 -0.01 -0.08 0.16
C -3.509 -11.012 -3.731 0.01 0.11 -0.21
H -3.013 4.646 5.664 0.14 0.06 -0.17
C 6.925 9.014 2.404 0.01 0.25 -0.41
C -2.760 3.608 5.443 -0.09 -0.08 0.41
C 0.498 5.933 3.047 0.19 0.26 0.19
H 1.955 -1.287 -4.346 0.03 -1.07 -0.72
H -1.296 -4.256 -0.701 0.02 -0.27 -1.31
C 0.279 -2.464 -5.256 0.45 -0.50 -1.16
H -0.966 1.078 -0.996 1.28 0.39 -0.18
H -4.883 2.442 1.209 -0.01 0.06 0.02
H 0.245 2.472 -0.732 -0.47 -1.32 -0.27
B -0.726 -2.565 -2.063 0.55 0.05 1.74
Ga -0.945 -1.510 -3.843 0.71 -0.28 -0.79
P -1.820 4.586 3.112 6.86 -2.51 4.63
C -4.507 -5.604 0.020 0.07 -0.05 0.22
H -5.290 -6.081 -1.951 0.02 -0.10 0.16
H -0.442 -2.269 -0.083 0.47 -0.05 -0.47
H -4.713 2.870 6.002 0.03 0.04 -0.02
C -4.074 -1.028 -2.294 -1.38 0.25 0.32
H -4.531 3.197 4.271 -0.04 0.03 0.05
H 4.910 4.099 4.316 0.20 0.10 0.05
H -4.495 -10.974 -3.257 0.02 -0.10 0.10
C 1.029 6.072 4.462 0.03 -0.06 0.22
O 7.138 7.800 3.112 -0.04 0.95 1.01
H 4.036 5.613 4.442 0.10 0.08 -0.15
H 1.337 5.933 2.347 -0.09 -0.17 -0.03
H 6.936 9.452 6.203 0.07 0.09 -0.08
C -4.330 -5.953 -1.446 -0.30 0.38 0.22
H -1.504 -10.344 -3.413 -0.08 0.27 0.05
C -4.044 3.132 1.314 0.07 0.09 -0.22
O -0.186 4.697 2.888 -0.91 0.10 -1.04
C 4.563 5.025 2.417 0.08 0.02 -0.18
H -4.406 -11.791 -0.983 -0.07 -0.03 0.04
H -4.341 3.954 1.974 -0.06 -0.06 0.13
H -0.153 -4.737 -2.058 -1.25 0.48 0.11
H 3.565 4.620 2.233 0.06 -0.03 0.02
C -4.021 2.814 5.159 -0.02 -0.13 -0.10
C -2.452 -10.357 -2.867 0.22 -0.50 -0.14
H -3.250 -12.055 -3.923 -0.08 0.00 0.02
O -3.518 -7.112 -1.589 -0.30 -0.86 -1.29
H -3.594 -10.493 -4.689 0.03 -0.04 0.07
C 0.959 1.009 -2.263 0.50 0.16 0.37
O 7.604 6.996 5.275 -2.42 1.53 1.32
H -2.971 -11.912 0.036 -0.06 0.02 0.04
O 4.832 7.757 3.809 0.72 1.81 3.75
O -2.763 -9.012 -2.553 -2.92 -0.42 -1.20
H -1.195 -1.779 -6.866 1.45 -0.41 0.14
H -3.818 -5.131 -1.950 0.11 -0.19 0.01
H -0.237 0.968 -6.178 0.98 0.41 1.06
O -5.547 -8.282 -1.092 -0.29 -2.33 -3.50
C 3.058 -2.956 -2.620 -0.59 0.75 -0.13
H 0.116 -2.873 -7.512 0.06 1.09 0.69
O 6.093 5.750 4.144 0.14 0.70 1.39

***

Copy entry 2 word for word.
20
Properties=species:S:1:pos:R:3:forces:R:3 method="wB97M-V/def2-TZVPD" de_lowest_kj_mol=224.2 total_energy_ha=-871.62159
H 0.220 -0.513 1.890 -0.76 -0.99 -1.30
H 2.625 -1.715 -0.323 -0.55 0.75 -0.46
H -4.378 0.285 -0.684 1.51 -1.46 1.33
H 0.090 1.832 -1.165 0.57 0.53 -1.97
H 3.019 -0.386 -1.504 -0.33 0.55 -1.41
S 2.289 0.513 0.647 1.26 -1.03 -1.03
C -0.047 -0.787 0.790 3.40 -1.00 1.50
C -2.686 -0.940 0.325 -2.13 0.80 -0.46
H 4.132 -1.035 -0.240 -0.68 1.24 -0.18
C -0.076 1.377 -0.247 -0.16 -0.54 -0.11
N -2.655 1.099 -0.621 2.75 2.36 0.15
C -1.404 -0.478 0.424 -1.56 0.83 -0.89
C 3.083 -0.722 -0.517 1.20 -1.80 3.10
C -1.428 0.805 -0.176 -1.96 -1.04 0.05
H 0.331 -1.837 0.538 -0.67 1.32 0.59
N -3.424 0.123 -0.248 -0.87 -1.07 -0.68
N 0.775 0.195 -0.021 -1.60 -0.41 -0.22
O 2.701 1.842 0.173 -0.09 0.11 0.06
H -3.301 -1.802 0.527 0.64 -0.30 0.38
H 0.133 2.146 0.434 0.02 1.16 1.54